{"formula": "C3H9N2", "method": "ωB97M-V/def2-TZVPD", "total_charge": 1, "e_above_lowest_kcal_mol": 103.0, "lumo_energy_ev": [-7.4, -7.0], "e_homo_ev": [-11.7300, -12.1912], "gap_ha": [0.1581, 0.1908], "total_energy_ev": -6226.5832, "species": ["C", "C", "C", "N", "N", "H", "H", "H", "H", "H", "H", "H", "H", "H"], "positions_angstrom": [[-1.69898, 0.07734, 0.01542], [2.78865, 0.40010, 0.14875], [1.80767, -0.57101, -0.23521], [-2.41016, 1.15557, -0.15546], [-2.24551, -1.10219, 0.14710], [3.67630, 0.37049, -0.48734], [3.17214, 0.12154, 1.14571], [2.38625, 1.40664, 0.25060], [0.74907, -0.37791, -0.09820], [2.10257, -1.50783, -0.68044], [-1.96339, 2.05192, -0.26294], [-3.42801, 1.14756, -0.20174], [-1.68284, -1.92316, 0.29773], [-3.25375, -1.24904, 0.11600]]}

=====

{"formula": "C2H8N2", "method": "ωB97M-V/def2-TZVPD", "e_above_lowest_kcal_mol": 12.7, "smiles": "NCCN", "lumo_energy_ev": 1.2, "e_homo_ev": -8.9585, "gap_ha": 0.3727, "total_energy_ev": -5183.1885, "species": ["N", "C", "C", "N", "H", "H", "H", "H", "H", "H", "H", "H"], "positions_angstrom": [[0.06811, -0.99968, -1.34213], [0.68515, 0.04531, -0.60448], [0.08862, 0.24435, 0.80033], [-1.22594, 0.94285, 0.75785], [0.27600, -1.03158, -2.32551], [0.31657, -1.88398, -0.91547], [1.77502, -0.15089, -0.50046], [0.65017, 1.05770, -1.04649], [0.63342, 0.63507, 1.68120], [-0.10076, -0.80901, 1.02573], [-1.94192, 0.27679, 1.01263], [-1.22445, 1.67308, 1.45680]]}